56
Properties=species:S:1:pos:R:3:nbo_charge:R:1 method="wB97M-V/def2-TZVPD" charge=+1 de_lowest_kcal_mol=0.00 e_homo_ev=-11.36
C -0.8448 1.1698 -4.5185 -0.25
C -0.8792 0.6578 -3.2205 0.28
N -0.0719 1.1616 -2.2547 -0.59
C 0.7310 2.2094 -2.5380 0.26
C 0.7484 2.7962 -3.8024 -0.25
C -0.0330 2.2551 -4.8144 -0.11
C -1.7862 -0.5056 -2.9136 -0.84
P -2.3818 -0.5378 -1.1765 0.82
Zr -0.1869 0.2692 0.0184 1.83
P 2.0640 1.6482 -0.0953 0.87
C 1.6404 2.8123 -1.4751 -0.74
O -0.6656 -2.8911 -3.2739 -0.96
O 0.1765 -3.1116 -0.9026 -0.99
H -1.4931 0.7150 -5.2634 0.24
H 1.4036 3.6472 -3.9707 0.24
H -0.0148 2.6789 -5.8107 0.24
C -3.8615 0.4985 -1.1151 -0.93
C -2.9726 -2.2240 -0.9164 -0.93
H 2.5941 3.1203 -1.9342 0.25
H 1.1796 3.7110 -1.0273 0.27
H -1.2313 -1.5333 -3.1520 0.37
H -2.6844 -0.4691 -3.5487 0.25
C 2.4271 2.7549 1.2995 -0.94
C 3.6997 1.0433 -0.6077 -0.94
H 0.7103 -2.2941 -0.6227 0.50
H 0.3730 -3.8178 -0.2597 0.52
H -0.2338 -3.0604 -2.3487 0.51
H 0.0420 -2.9161 -3.9377 0.49
H -0.9377 1.8356 0.4673 -0.48
H 1.1159 -0.9303 -0.3993 -0.48
H -4.6605 0.0537 -1.7218 0.25
H -4.1861 0.5672 -0.0674 0.26
H -3.6321 1.5095 -1.4737 0.26
H -3.7394 -2.4694 -1.6618 0.25
H -2.1297 -2.9245 -0.9749 0.28
H -3.3990 -2.2805 0.0931 0.25
H 4.4441 1.8520 -0.6022 0.24
H 3.9931 0.2577 0.1016 0.26
H 3.6331 0.6050 -1.6121 0.25
H 3.3083 3.3778 1.0897 0.24
H 1.5514 3.3824 1.5097 0.26
H 2.6165 2.1213 2.1777 0.26
Br -0.7430 1.4206 3.5741 0.11
C -0.2917 -0.1610 4.5472 -0.04
C -0.5637 -0.1821 5.9178 -0.24
C -0.0494 -1.1989 6.7339 -0.17
C 0.7226 -2.2205 6.1725 -0.21
C 0.9201 -2.2524 4.7928 -0.14
C 0.3820 -1.2607 3.9615 -0.21
C 0.6175 -1.4200 2.4873 0.80
O 1.5551 -2.0921 2.0591 -0.59
O -0.2485 -0.7754 1.7221 -0.85
H -1.1620 0.6075 6.3622 0.24
H -0.2435 -1.1748 7.8038 0.23
H 1.1738 -2.9922 6.7969 0.23
H 1.5040 -3.0435 4.3256 0.24

***

50
Properties=species:S:1:pos:R:3:nbo_charge:R:1 method="wB97M-V/def2-TZVPD" charge=+2 e_homo_ev=-15.01
C 0.0041 -0.0597 -4.9113 0.68
C 1.3921 0.4610 -4.9397 -0.77
C -0.2394 -1.4731 -5.2875 -0.77
C -1.1228 0.9020 -4.9742 -0.77
Cl -0.1317 -0.5624 -1.4798 -0.52
H -0.2502 -1.6151 -6.3799 0.33
H -1.2041 -1.8305 -4.9244 0.27
H 0.5358 -2.1367 -4.9017 0.27
H 1.7173 0.7180 -5.9605 0.33
H 2.1097 -0.2707 -4.5662 0.27
H 1.4973 1.3723 -4.3490 0.27
H -1.3147 1.2476 -6.0024 0.33
H -0.9278 1.7976 -4.3828 0.27
H -2.0559 0.4594 -4.6229 0.27
C 1.3972 -1.7754 2.7706 -0.37
C 0.8094 -2.8890 2.1309 -0.32
C 1.2389 -2.9053 0.7791 -0.36
H 0.1596 -3.6102 2.5961 0.27
C 2.1063 -1.8029 0.5985 -0.32
C 2.2035 -1.1119 1.8196 -0.26
H 2.7990 -0.2358 2.0126 0.26
H 1.2847 -1.5034 3.8060 0.27
H 0.9685 -3.6266 0.0273 0.28
H 2.5649 -1.5149 -0.3307 0.27
C -2.1768 0.0166 2.3056 -0.34
C -2.0416 -1.3119 2.7559 -0.32
C -2.3347 -2.1742 1.6740 -0.33
H -1.7529 -1.6188 3.7477 0.27
C -2.6505 -1.3838 0.5537 -0.31
C -2.5446 -0.0266 0.9366 -0.36
H -2.7080 0.8232 0.2990 0.27
H -2.0546 0.9066 2.8984 0.26
H -2.3092 -3.2510 1.6987 0.27
H -2.8841 -1.7432 -0.4329 0.27
Hf -0.2328 -0.9332 1.0440 1.94
C -0.3448 3.3377 1.2763 -0.65
C 0.3254 2.0448 0.7808 -0.08
O 0.6543 1.0233 1.7246 -0.61
C 0.4558 1.3017 3.1164 -0.08
C 1.7366 1.7967 3.7851 -0.64
H -1.3426 3.1253 1.7152 0.22
H -0.5019 4.0187 0.4138 0.26
H 0.3005 3.8643 2.0104 0.23
H -0.3621 1.6174 0.0316 0.21
H 1.2642 2.3285 0.2603 0.22
H -0.3297 2.0433 3.3359 0.22
H 0.1310 0.3847 3.6381 0.21
H 2.0865 2.7330 3.3040 0.23
H 1.5341 1.9998 4.8587 0.25
H 2.5417 1.0409 3.7412 0.22

***

56
Properties=species:S:1:pos:R:3:nbo_charge:R:1 method="wB97M-V/def2-TZVPD" charge=0 e_homo_ev="-6.20 / -8.15" multiplicity=6
C -1.3238 -3.4537 -1.9993 -0.20
C -0.5128 -2.3261 -1.6354 0.13
N -0.3785 -2.0847 -0.3066 -0.50
C -0.7722 -2.9519 0.6133 0.26
C -1.2610 -4.2281 0.2364 -0.21
C -1.5671 -4.4413 -1.1061 -0.18
C 0.2409 -1.5442 -2.5657 -0.40
P 1.1783 -0.1245 -1.8957 0.85
Fe 0.8205 -0.0612 0.3325 0.77
P -0.2675 -0.7501 2.1118 0.94
C -0.4577 -2.5756 2.0735 -0.77
C 0.9169 1.9663 0.7756 -0.49
C 2.1242 2.6109 0.4589 -0.18
C 2.3400 3.9638 0.7737 -0.24
C 1.3622 4.7226 1.4202 -0.24
C 0.1482 4.1041 1.7399 -0.20
C -0.0729 2.7481 1.4142 -0.28
O -3.9307 0.2561 -3.6139 -0.93
O -3.1715 3.0984 -0.5992 -0.92
H -1.7131 -3.5196 -3.0145 0.22
H -1.3554 -5.0058 0.9970 0.23
H -2.0072 -5.3996 -1.3936 0.23
C 2.6588 -0.6324 -2.8263 -0.92
C 0.5981 1.5221 -2.5853 -0.92
H -1.1899 -2.9708 2.7928 0.23
H 0.5300 -3.0129 2.2868 0.27
H -3.1250 0.0198 -4.0880 0.47
H -0.1738 -1.6271 -3.5998 0.21
C 0.4238 -0.4747 3.7617 -0.95
C -2.0244 -0.2491 2.3119 -0.96
H 2.9112 2.0460 -0.0214 0.20
H 3.2977 4.4245 0.5102 0.20
H 1.5412 5.7631 1.6824 0.21
H -0.6208 4.6675 2.2637 0.20
H -1.0482 2.3650 1.6413 0.18
H -0.7304 0.6081 0.5987 0.09
H -2.3641 2.9589 -1.1898 0.46
H -3.5248 2.2079 -0.7087 0.46
H -4.3420 -0.6443 -3.4287 0.47
H -0.7767 0.2007 -0.1912 -0.04
H 2.2086 -0.8291 -3.8080 0.21
H 3.4832 0.0978 -2.8596 0.25
H 2.9807 -1.5752 -2.3643 0.26
H 0.4822 1.4036 -3.6781 0.22
H -0.3656 1.8392 -2.1282 0.24
H 1.3690 2.2874 -2.3634 0.27
H -2.4415 -0.8706 3.1181 0.23
H -2.0942 0.8142 2.5843 0.25
H -2.5841 -0.4149 1.3798 0.24
H -0.2768 -0.8680 4.5166 0.22
H 1.3992 -0.9756 3.8289 0.27
H 0.5575 0.6077 3.8940 0.26
F 3.2105 -0.4342 2.1343 -0.40
C 2.8442 -0.7829 0.8502 0.56
F 3.8941 -0.3134 0.0814 -0.40
F 2.9528 -2.1619 0.7865 -0.41

***

Number 1: F_max 2.31 eV Å⁻¹. Number 2: F_max 3.21 eV Å⁻¹. Number 3: F_max 3.34 eV Å⁻¹.